[1]
{"formula": "C18H37Br2NO2", "method": "wB97M-V/def2-TZVPD", "symbols": ["C", "C", "C", "C", "C", "C", "C", "C", "C", "C", "C", "C", "C", "N", "C", "Br", "C", "C", "Br", "H", "H", "H", "H", "H", "H", "H", "H", "H", "H", "H", "H", "H", "H", "H", "H", "H", "H", "H", "H", "H", "H", "H", "H", "H", "H", "H", "H", "H", "H", "H", "H", "H", "H", "C", "C", "O", "O", "H", "H", "H"], "coordinates": [[5.93355, -1.48160, 0.84780], [5.90650, -0.17065, 0.02713], [4.50637, 0.40571, -0.16636], [4.56621, 1.87293, -0.61605], [3.18671, 2.42177, -0.99977], [2.36722, 2.82822, 0.24408], [0.88400, 2.40085, 0.20925], [0.34873, 2.02476, 1.60380], [-1.16755, 2.27943, 1.76116], [-1.98953, 1.02655, 2.15573], [-2.67128, 0.41287, 0.93597], [-3.78477, -0.57151, 1.28222], [-4.18235, -1.43609, 0.09334], [-4.85450, -0.57029, -0.97804], [-4.38593, -0.70120, -2.40951], [-5.53189, 0.54570, -3.37732], [-2.89709, -0.37518, -2.51012], [-2.07074, -1.64708, -2.28644], [-2.49015, 0.35162, -4.28336], [6.30885, -2.30509, 0.24044], [4.93647, -1.74046, 1.20383], [6.60013, -1.38559, 1.70470], [6.35163, -0.34860, -0.95346], [6.50741, 0.57951, 0.54805], [3.93758, 0.36007, 0.76809], [3.94788, -0.15603, -0.91988], [4.96604, 2.45328, 0.22357], [5.27428, 1.95685, -1.44631], [2.65062, 1.63262, -1.53393], [3.30507, 3.28464, -1.65750], [2.81846, 2.40508, 1.14576], [2.41501, 3.91708, 0.33165], [0.80534, 1.54661, -0.46972], [0.28915, 3.21628, -0.21333], [0.57167, 0.96907, 1.75478], [0.87746, 2.65455, 2.32296], [-1.35960, 3.07993, 2.47810], [-1.54036, 2.63333, 0.79427], [-1.28672, 0.27521, 2.52053], [-2.72621, 1.28807, 2.91960], [-3.11380, 1.24472, 0.35520], [-1.92158, -0.05951, 0.29801], [-3.47845, -1.23109, 2.09229], [-4.68578, -0.00981, 1.56831], [-4.91922, -2.17993, 0.39787], [-3.32904, -1.96468, -0.31154], [-5.84929, -0.79393, -0.99157], [-4.79261, 0.41979, -0.72447], [-4.62731, -1.68201, -2.80287], [-2.63615, 0.43243, -1.83265], [-1.46819, -1.91103, -3.14918], [-2.69072, -2.51303, -2.05444], [-1.38916, -1.50481, -1.44499], [-0.28659, -3.97205, 1.16220], [-0.39734, -2.77356, 0.21080], [0.23197, -2.81852, -0.86364], [-1.16949, -1.83342, 0.58559], [0.37706, -4.73321, 0.75670], [0.09663, -3.64172, 2.12881], [-1.27462, -4.40781, 1.32383]], "homo_lumo_gap_ev": 7.044, "homo_energy_ev": -7.674, "total_energy_ha": -6061.234356}

[2]
{"formula": "C25H43F3O3P2PdS", "method": "wB97M-V/def2-TZVPD", "symbols": ["Pd", "C", "C", "C", "C", "C", "C", "H", "H", "H", "C", "H", "H", "H", "C", "H", "H", "H", "C", "H", "H", "H", "C", "H", "H", "H", "C", "C", "C", "C", "C", "C", "C", "C", "H", "H", "H", "H", "H", "H", "H", "H", "H", "H", "H", "H", "P", "P", "C", "C", "H", "H", "H", "H", "C", "H", "H", "H", "C", "H", "H", "H", "C", "H", "H", "H", "C", "H", "H", "H", "F", "C", "F", "F", "S", "O", "O", "O"], "coordinates": [[0.02312, 0.15282, -0.15378], [-0.71103, 1.53064, 1.75824], [-1.24109, 1.96708, 0.48941], [-2.10157, -0.13588, 0.95648], [-1.25960, 0.24092, 2.04560], [-2.11970, 0.93487, 0.00350], [0.18326, 2.34689, 2.60712], [0.80416, 3.01195, 1.99541], [0.85182, 1.71649, 3.20403], [-0.39733, 2.97669, 3.29820], [-1.08758, -0.60034, 3.25120], [-0.30777, -0.23081, 3.91956], [-0.80656, -1.62288, 2.96265], [-2.03053, -0.66797, 3.81463], [-2.90396, -1.38589, 0.89304], [-3.79784, -1.30381, 1.52941], [-2.31913, -2.23817, 1.26316], [-3.23736, -1.59312, -0.12811], [-2.99370, 1.01095, -1.19425], [-3.96244, 1.46813, -0.94701], [-3.19677, 0.01112, -1.58781], [-2.54327, 1.61386, -1.98446], [-0.99511, 3.28041, -0.15701], [-1.78058, 3.99983, 0.11741], [-0.98869, 3.19152, -1.24909], [-0.03715, 3.70463, 0.16273], [2.15485, -0.46455, -0.18471], [2.11974, 0.90325, 0.05145], [2.27853, 1.95664, -0.98563], [1.61732, 1.58609, -2.34199], [0.32549, 0.82603, -2.24766], [0.21222, -0.57081, -2.19122], [1.39374, -1.49788, -2.35013], [2.58806, -1.13330, -1.45472], [3.34883, 2.18611, -1.13499], [2.34247, 1.04575, -2.96382], [1.82120, 2.87524, -0.58858], [3.32183, -0.49940, -1.97078], [2.26583, -1.08933, 0.70287], [2.33295, 1.19522, 1.08225], [3.11625, -2.05728, -1.16428], [1.06068, -2.51046, -2.08317], [-0.76547, -1.00160, -2.42560], [1.71841, -1.54055, -3.40027], [1.39135, 2.53395, -2.85371], [-0.56937, 1.37889, -2.54403], [2.94222, -3.46145, -5.85955], [0.76554, -4.57722, -7.74656], [3.54240, -4.12467, -7.50988], [2.52797, -5.09473, -8.12041], [4.50393, -4.62946, -7.33831], [3.71227, -3.26060, -8.17047], [2.64336, -5.15949, -9.21206], [2.64617, -6.10206, -7.69278], [-0.06879, -6.06289, -8.44385], [-1.14447, -5.85537, -8.49977], [0.09411, -6.91059, -7.76723], [0.32001, -6.29961, -9.44313], [0.52441, -3.47190, -9.20446], [0.84239, -3.97911, -10.12446], [1.08928, -2.54253, -9.06876], [-0.54407, -3.23009, -9.26357], [4.21382, -4.24260, -4.77874], [4.12165, -3.82244, -3.76884], [5.21954, -4.05408, -5.17731], [4.02737, -5.32281, -4.73115], [3.66739, -1.77130, -5.95999], [3.09382, -1.18405, -6.68811], [4.71999, -1.82457, -6.26723], [3.58490, -1.29229, -4.97482], [1.74872, 0.18359, 5.37099], [2.96242, 0.36106, 4.77357], [3.00610, 1.62685, 4.27158], [3.91960, 0.23809, 5.71936], [3.11626, -0.84846, 3.34985], [4.22339, -0.32382, 2.55907], [3.33025, -2.12706, 4.01005], [1.79273, -0.69797, 2.72582]], "multiplicity": 5, "s_squared": 6.03, "homo_lumo_gap_ev": [7.235, 3.645], "relative_energy_ev": 0.000, "homo_energy_ev": [-11.554, -13.314], "charge": 2, "total_energy_ha": -2711.750859}

[3]
{"formula": "C5H8O2S", "method": "wB97M-V/def2-TZVPD", "symbols": ["C", "C", "C", "C", "C", "H", "H", "H", "H", "H", "H", "H", "H", "O", "O", "S"], "coordinates": [[-0.76714, 1.03791, -1.55116], [0.17695, 1.12122, 0.57510], [0.73933, -0.25591, 0.78104], [1.86281, -0.75767, 0.34238], [-1.16213, -1.70093, 0.82354], [-0.23703, 0.10393, -1.79285], [-0.10832, 1.86054, -1.91129], [-1.74862, 1.11179, -1.97918], [0.99021, 1.75629, 0.06306], [-0.05999, 1.62054, 1.54698], [2.22325, -1.79306, 0.59979], [2.56717, -0.10056, -0.16070], [-1.05698, -1.51224, -0.25614], [-0.98890, 1.18370, -0.14609], [-0.15304, -1.08545, 1.50413], [-2.27757, -2.59011, 1.56141]], "homo_lumo_gap_ev": 9.377, "relative_energy_ev": 2.254, "homo_energy_ev": -8.889, "total_energy_ha": -743.904582}

[4]
{"formula": "C8H8BF4O6Tl", "method": "wB97M-V/def2-TZVPD", "symbols": ["Tl", "C", "C", "C", "O", "C", "C", "C", "O", "O", "O", "H", "H", "B", "F", "F", "F", "F", "C", "C", "O", "O", "H", "H", "H", "H", "H", "H"], "coordinates": [[-1.34101, 0.28217, -0.58672], [2.51769, 1.64413, -1.07984], [1.12127, 1.06923, -0.92119], [1.07011, -0.35089, -0.06020], [0.06223, -1.04568, 0.00337], [2.25058, -0.68793, 0.76262], [3.45815, -0.04204, 0.64358], [3.59562, 1.16713, -0.36591], [4.61103, 1.94561, -0.29677], [4.40373, -0.45180, 1.44057], [0.00463, 1.64640, -1.19747], [2.55975, 2.60200, -1.57696], [2.30501, -1.52871, 1.43829], [-2.25332, 1.98258, -2.23901], [-0.85616, 1.98460, -2.01086], [-2.55313, 0.93364, -3.01666], [-2.89264, 1.70243, -1.12297], [-2.55239, 3.21805, -2.76163], [-1.11281, -1.33443, 1.92003], [-1.92678, -2.31214, 0.98388], [-1.73638, -1.98452, -0.38107], [-1.26443, 0.00357, 1.59288], [-0.02842, -1.22417, 1.91486], [-1.44497, -1.54304, 2.93702], [-2.93091, -2.13850, 1.37076], [-1.83828, -3.38286, 1.16783], [-2.06925, -2.68476, -0.94717], [-1.15892, 0.52994, 2.38874]], "homo_lumo_gap_ev": 4.545, "relative_energy_ev": 16.898, "homo_energy_ev": -7.178, "total_energy_ha": -1357.277444}

[5]
{"formula": "C5H8N2", "method": "wB97M-V/def2-TZVPD", "symbols": ["C", "N", "C", "C", "C", "N", "C", "H", "H", "H", "H", "H", "H", "H", "H"], "coordinates": [[-1.59239, 1.40163, -0.84237], [-0.52721, 0.62194, -0.23027], [0.55034, 1.22325, 0.52398], [1.44905, 0.31958, 0.98873], [0.76305, -0.98830, 0.63016], [1.47146, -2.21345, 0.28877], [-0.41115, -0.66855, -0.23472], [-1.14364, 2.25814, -1.35699], [-2.15103, 0.79420, -1.55964], [-2.26920, 1.77136, -0.06447], [0.52238, 2.30819, 0.57074], [0.26946, -1.13943, 1.61754], [2.19744, -2.31896, 0.99681], [1.98521, -2.05196, -0.57956], [-1.11377, -1.31764, -0.74870]], "homo_lumo_gap_ev": 7.915, "relative_energy_ev": 3.758, "homo_energy_ev": -7.519, "total_energy_ha": -304.697385}